a | This record from OMol25 describes a molecular structure, C7H11N2. The level of theory is ωB97M-V/def2-TZVPD.

Structure (ORCA input):
```
! wB97M-V def2-TZVPD RIJCOSX def2/J DEFGRID3
* xyz 1 1
C 0.2535 0.0764 1.7465
C -0.9240 -0.9709 -1.0675
C 0.5256 -0.5423 -1.4814
C -1.1531 0.7422 0.7051
C 1.1242 1.3454 0.1239
C -0.8567 -0.8247 0.4340
C 1.2943 -0.1407 -0.3018
N 0.6140 -0.8673 0.7929
N 0.1367 1.2989 1.2429
H -0.3321 -0.2978 2.5295
H -1.6877 -0.3974 -1.4927
H -1.1449 -2.0276 -1.3519
H 1.1171 -1.4177 -1.8368
H 0.4261 0.3063 -2.2081
H -1.3895 1.1991 -0.1452
H -1.9552 0.7256 1.4499
H 2.0915 1.7584 0.6215
H 0.9195 2.1150 -0.5741
H -1.4823 -1.4843 1.0902
H 2.4230 -0.5967 -0.2768
*
```

Values from the calculation:
HOMO energy: -15.1333 eV
Lowest unoccupied orbital energy: -5.41 eV
Orbital gap: 9.721 eV

***

b | This record from OMol25 describes a gas-phase ion, C7H11N2 (charge +1). The level of theory is ωB97M-V/def2-TZVPD.

Structure (ORCA input):
```
! wB97M-V def2-TZVPD RIJCOSX def2/J DEFGRID3
* xyz 1 1
C -0.1946 -1.3159 -1.8636
C 1.5412 0.8483 -0.5685
C -0.3367 0.2713 1.1878
C -0.5572 -1.7391 -0.4552
C 1.1484 0.2953 0.8228
C -1.0066 -0.8523 0.6139
C -0.9756 1.7538 0.8761
N 0.8640 -1.5166 -0.7888
N 1.6563 -0.5934 -0.2768
H -0.2688 -2.0909 -2.5238
H -0.3734 -0.3343 -2.2294
H 0.8045 1.0706 -1.3492
H 2.4545 1.4915 -0.5708
H -0.3748 0.0915 2.2817
H -0.8701 -2.8492 -0.4512
H 1.9165 0.4795 1.6542
H -1.8264 -1.2240 1.2087
H -1.2461 1.7383 -0.1605
H -0.3511 2.6424 1.2585
H -2.0040 1.8332 1.3342
*
```

Values from the calculation:
HOMO energy (alpha / beta): -12.8869 / -13.5469 eV
Lowest unoccupied orbital energy (alpha / beta): -6.31 / -5.28 eV
Orbital gap (alpha / beta): 6.577 / 8.265 eV

***

The most stable arrangement is a, and the next structure is 173.3 kJ/mol less stable.

***

a | This record from OMol25 describes 2 unconnected molecules or ions with the total composition C3H7NO2. The level of theory is ωB97M-V/def2-TZVPD.

Structure (ORCA input):
```
! wB97M-V def2-TZVPD RIJCOSX def2/J DEFGRID3
* xyz -1 2
O -0.2520 1.3830 -0.7556
C 0.3214 2.0560 0.1488
O 0.7044 1.6774 1.2605
H 0.4851 3.1317 -0.1118
C 0.4718 -1.6485 0.8114
C -0.7362 -1.6986 -1.2658
N -0.5768 -1.1204 -0.0259
H 0.2619 -2.6897 1.0750
H 0.4941 -1.0758 1.7347
H 1.4477 -1.5711 0.3125
H -0.0701 -2.4777 -1.6332
H -1.4555 -1.2638 -1.9431
H -0.3954 -0.0583 -0.2326
*
```

Values from the calculation:
HOMO energy (alpha / beta): -2.0414 / -4.6777 eV
Lowest unoccupied orbital energy (alpha / beta): 4.43 / 4.36 eV
⟨S²⟩: 0.754
Orbital gap (alpha / beta): 6.468 / 9.041 eV

***

b | This record from OMol25 describes 2 unconnected molecules or ions with the total composition C3H7NO2. The level of theory is ωB97M-V/def2-TZVPD.

Structure (ORCA input):
```
! wB97M-V def2-TZVPD RIJCOSX def2/J DEFGRID3
* xyz -1 2
C 0.4199 -1.1925 0.3000
C 0.6208 -2.0760 1.2951
N 0.9801 0.0281 0.1289
H -0.2883 -1.4618 -0.4836
H 0.3901 -3.1305 1.2655
H 1.2830 -1.7815 2.1306
H 1.6559 0.1656 0.8720
H -1.2465 1.3805 0.5061
H 1.0054 0.5311 -0.7927
O -1.8454 1.3328 -0.2654
C -1.1954 1.9030 -1.3892
O -0.0608 1.5037 -1.8149
H -1.7189 2.7976 -1.7523
*
```

Values from the calculation:
HOMO energy (alpha / beta): 0.3786 / -4.0052 eV
Lowest unoccupied orbital energy (alpha / beta): 4.16 / 4.12 eV
⟨S²⟩: 0.753
Orbital gap (alpha / beta): 3.785 / 8.122 eV

***

The most stable arrangement is a, and the next structure is 156.1 kJ/mol less stable.

***

a | This record from OMol25 describes a gas-phase ion, C4H7BFO3 (charge -1). The level of theory is ωB97M-V/def2-TZVPD.

Structure (ORCA input):
```
! wB97M-V def2-TZVPD RIJCOSX def2/J DEFGRID3
* xyz -1 1
O 2.7442 -1.5147 0.7379
C 2.7426 -0.3755 -0.0074
F 4.0191 0.2780 -0.4832
C 1.3485 0.3788 -0.4253
C -0.0209 -0.3451 0.1465
C -0.9316 1.0002 0.5441
O -2.1975 0.3103 0.8391
B -2.2601 -0.7539 -0.2236
O -0.9344 -0.8677 -0.9232
H 1.3062 0.4070 -1.6129
H 1.3599 1.4854 -0.0446
H 0.0690 -1.0770 1.0735
H -0.4261 1.6767 1.3651
H -1.0873 1.4718 -0.5164
H -2.5716 -1.7118 0.4162
H -3.1599 -0.3626 -0.8857
*
```

Values from the calculation:
HOMO energy: -3.6464 eV
Lowest unoccupied orbital energy: 3.24 eV
Orbital gap: 6.888 eV

***

b | This record from OMol25 describes a gas-phase ion, C4H7BFO3 (charge -1). The level of theory is ωB97M-V/def2-TZVPD.

Structure (ORCA input):
```
! wB97M-V def2-TZVPD RIJCOSX def2/J DEFGRID3
* xyz -1 1
O -1.4461 -1.7050 2.1082
C -1.8623 -1.4372 1.0387
F -3.1035 -1.9061 0.6890
C -1.2618 -0.6454 -0.0652
C 0.1252 -0.0745 0.1983
C 1.0340 -0.1781 -1.0278
O 2.1207 0.6176 -0.6779
B 1.4839 1.7828 0.1110
O 0.0698 1.3156 0.3538
H -1.9404 0.1848 -0.2706
H -1.2523 -1.2748 -0.9581
H 0.6372 -0.5453 1.0463
H 1.2947 -1.2007 -1.3216
H 0.4537 0.3400 -1.8143
H 2.1391 1.9092 1.1555
H 1.5080 2.8169 -0.5653
*
```

Values from the calculation:
HOMO energy: -3.7900 eV
Lowest unoccupied orbital energy: 3.56 eV
Orbital gap: 7.348 eV

***

The most stable arrangement is b, and the next structure is 358.1 kJ/mol less stable.